{
  "formula": "C4H13NO2",
  "method": "ωB97M-V/def2-TZVPD",
  "orbital_gap_ev": 8.776,
  "smiles": "CC(C)=CN.O.O",
  "e_homo_ev": -8.04,
  "e_above_lowest_ev": 0.657,
  "elements": ["C", "C", "C", "N", "C", "H", "H", "H", "H", "H", "H", "H", "H", "H", "H", "H", "O", "H", "H", "O"],
  "positions_angstrom": [[-0.0771, 1.0491, 2.2017], [-0.8562, 0.3255, 1.1762], [-0.3716, -0.6947, 0.4850], [0.9883, -1.0916, 0.5719], [-2.2876, 0.7597, 0.9098], [0.8394, 1.5262, 1.8410], [-0.6788, 1.8026, 2.7090], [0.2399, 0.3464, 2.9909], [-0.9614, -1.3018, -0.1883], [1.2284, -1.8805, -0.0015], [1.4050, -1.1787, 1.4845], [-2.9509, -0.0304, 1.2685], [-2.6211, 1.6901, 1.3670], [-2.4270, 0.9203, -0.1605], [0.4746, -0.3389, -2.2064], [-0.1326, -0.2072, -3.5828], [-0.3646, -0.4454, -2.7074], [2.0627, 0.0523, -0.8323], [3.0590, -0.2810, -2.0288], [2.2517, 0.1758, -1.7975]],
  "nbo_charge": [-0.6473, -0.0580, -0.0323, -0.8752, -0.6336, 0.2202, 0.2196, 0.2052, 0.2083, 0.3802, 0.3793, 0.2143, 0.2097, 0.2285, 0.4909, 0.4626, -0.9693, 0.5029, 0.4772, -0.9832]
}

=====

{
  "formula": "C3H3NO2",
  "method": "ωB97M-V/def2-TZVPD",
  "orbital_gap_ev": 10.440,
  "smiles": "N#CC(=O)CO",
  "e_homo_ev": -11.27,
  "e_above_lowest_ev": 1.772,
  "elements": ["O", "C", "C", "O", "C", "N", "H", "H", "H"],
  "positions_angstrom": [[0.2841, 1.3597, -0.9118], [0.4290, 0.2824, -0.3705], [-0.6991, -0.3252, 0.4300], [-1.8483, 0.3977, 0.1516], [1.7325, -0.3888, -0.3693], [2.7420, -0.9326, -0.3207], [-1.5134, 1.1797, -0.3330], [-0.3474, -0.2089, 1.4713], [-0.8527, -1.4002, 0.2684]],
  "nbo_charge": [-0.4772, 0.4697, -0.1493, -0.6914, 0.1628, -0.2169, 0.4879, 0.2005, 0.2139]
}

=====

{
  "formula": "C4H8N2O",
  "method": "ωB97M-V/def2-TZVPD",
  "orbital_gap_ev": 10.224,
  "smiles": "O=C1NCCCN1",
  "e_homo_ev": -9.38,
  "e_above_lowest_ev": 0.106,
  "elements": ["O", "C", "N", "C", "C", "C", "N", "H", "H", "H", "H", "H", "H", "H", "H"],
  "positions_angstrom": [[2.7968, -0.4093, 0.0604], [1.5928, -0.2578, -0.0824], [0.7070, -1.3087, -0.1252], [-0.7115, -1.1027, -0.3319], [-1.1571, 0.1095, 0.4790], [-0.3827, 1.3233, -0.0259], [1.0185, 0.9847, -0.2423], [1.0490, -2.1615, 0.2849], [-0.9113, -0.9250, -1.3990], [-1.2484, -2.0117, -0.0486], [-0.9360, -0.0754, 1.5369], [-2.2328, 0.2888, 0.3814], [-0.4539, 2.1468, 0.6949], [-0.8310, 1.6725, -0.9666], [1.7006, 1.7264, -0.2155]],
  "nbo_charge": [-0.6602, 0.7759, -0.6455, -0.2170, -0.4184, -0.2076, -0.6490, 0.4087, 0.1870, 0.2109, 0.2075, 0.2182, 0.1994, 0.1829, 0.4072]
}

=====

{
  "formula": "C5H40NO15",
  "method": "ωB97M-V/def2-TZVPD",
  "total_charge": 1,
  "orbital_gap_ev": 10.446,
  "e_homo_ev": -12.62,
  "e_above_lowest_ev": 2.215,
  "elements": ["C", "O", "C", "C", "C", "C", "N", "H", "H", "H", "H", "H", "H", "H", "H", "H", "H", "H", "H", "H", "H", "O", "H", "H", "O", "H", "H", "O", "H", "H", "O", "H", "H", "O", "H", "H", "O", "H", "H", "O", "H", "H", "O", "H", "H", "O", "H", "H", "O", "H", "H", "O", "H", "H", "O", "H", "H", "O", "H", "H", "O"],
  "positions_angstrom": [[0.8478, 2.4708, -1.5482], [-0.4016, 3.0293, -1.8795], [0.7411, 0.9725, -1.2084], [-0.4391, 0.6574, -0.2571], [-0.0941, -0.3692, 0.7491], [0.5334, -0.1372, 1.8886], [0.0632, -1.7626, 0.2074], [1.5387, 2.6497, -2.3640], [1.3263, 2.9258, -0.6658], [-0.9624, 3.0689, -1.1031], [1.6891, 0.5489, -0.8862], [0.5299, 0.5199, -2.1867], [-0.7579, 1.6085, 0.1662], [-1.3026, 0.3306, -0.8475], [0.3302, 0.8353, 2.3234], [1.1528, -0.8029, 2.4712], [-0.8896, -2.1707, 0.2282], [0.8526, -2.2767, 0.5918], [0.2520, -1.6738, -0.7983], [-1.3532, 3.3527, 2.3358], [-1.2722, 4.3285, 1.1876], [-1.7943, 3.5704, 1.4809], [-2.8962, -1.2159, 0.7822], [-3.4681, -0.2182, 1.7485], [-2.6452, -0.7137, 1.5772], [-3.1747, 2.0545, 0.8966], [-4.4739, 1.7858, 0.1128], [-3.7062, 1.3469, 0.4984], [-2.2943, -0.5260, 3.4977], [-1.0668, -0.2313, 4.2655], [-1.9293, 0.1568, 4.0779], [-1.2119, 1.7832, -2.7277], [-1.6426, 2.0881, -4.1689], [-1.5986, 1.3883, -3.5178], [2.6299, -2.9655, -0.7209], [3.5497, -3.7018, -1.8487], [2.7231, -3.6916, -1.3507], [3.7870, 0.7588, 3.2540], [4.5655, 1.3309, 2.1381], [3.9409, 0.6128, 2.3209], [-1.7088, 1.7849, 3.8096], [-1.2179, 2.7201, 4.8401], [-1.3157, 2.6960, 3.8745], [5.0635, 0.5906, -2.1556], [3.7797, 0.8154, -2.9020], [4.1300, 0.7518, -2.0015], [2.7819, -0.6720, 0.5404], [3.5393, -0.3824, -0.7780], [2.9971, -1.0630, -0.3190], [-2.1103, -0.2999, -3.7238], [-2.8249, -1.3894, -4.4896], [-2.1021, -1.2770, -3.8882], [-1.2147, -2.3848, -2.9574], [-1.1468, -3.8549, -2.4532], [-0.9785, -2.9469, -2.1828], [2.7341, -3.1818, 2.3970], [3.5926, -2.3501, 1.4382], [2.6877, -2.5101, 1.6995], [-3.0401, -3.5902, -0.1703], [-2.6542, -2.4798, -1.1212], [-2.6700, -2.6950, -0.1774]],
  "nbo_charge": [-0.0588, -0.7241, -0.4624, -0.4950, 0.2254, -0.4290, -0.7523, 0.1945, 0.1686, 0.4884, 0.2481, 0.2079, 0.2515, 0.2289, 0.2270, 0.2298, 0.4764, 0.4653, 0.4541, 0.5112, 0.4730, -1.0014, 0.4992, 0.5019, -1.0031, 0.5040, 0.4799, -0.9814, 0.5111, 0.4757, -0.9542, 0.4943, 0.4901, -0.9935, 0.4940, 0.4808, -0.9819, 0.4753, 0.4781, -0.9495, 0.5068, 0.4877, -1.0024, 0.4889, 0.4913, -0.9513, 0.4916, 0.5101, -1.0120, 0.5200, 0.4844, -0.9977, 0.5158, 0.4852, -1.0177, 0.4903, 0.5046, -0.9810, 0.5017, 0.5116, -0.9759]
}

=====

{
  "formula": "C22H32N4O3S",
  "method": "ωB97M-V/def2-TZVPD",
  "orbital_gap_ev": 8.083,
  "smiles": "CCCCNC(=S)N(CCN(CC)CC)Cc1cc2cc3c(cc2[nH]c1=O)OCO3",
  "e_homo_ev": -7.70,
  "e_above_lowest_ev": 0.931,
  "elements": ["C", "C", "C", "C", "N", "C", "N", "C", "H", "H", "C", "N", "C", "C", "H", "H", "H", "H", "H", "C", "C", "H", "H", "H", "H", "H", "H", "H", "C", "C", "C", "C", "C", "N", "C", "O", "H", "C", "C", "C", "C", "H", "O", "C", "O", "H", "H", "H", "H", "H", "H", "S", "H", "H", "H", "H", "H", "H", "H", "H", "H", "H"],
  "positions_angstrom": [[2.5471, 3.8594, -1.8802], [1.0341, 4.0124, -1.7819], [0.6035, 4.4600, -0.3867], [-0.9129, 4.6309, -0.2556], [-1.6232, 3.3802, -0.3738], [-1.9000, 2.5769, 0.6785], [-2.4482, 1.3661, 0.4187], [-2.4590, 0.7854, -0.9097], [-2.9961, -0.1605, -0.8372], [-3.0177, 1.4354, -1.5934], [-1.0359, 0.4992, -1.4491], [-0.7539, -0.9213, -1.4634], [0.6413, -1.2403, -1.2235], [1.6548, -0.6683, -2.2235], [1.4473, -1.0122, -3.2340], [1.6389, 0.4190, -2.2177], [2.6540, -0.9970, -1.9505], [0.7315, -2.3282, -1.2078], [0.8901, -0.8763, -0.2215], [-1.3437, -1.6118, -2.6022], [-1.7365, -3.0448, -2.2592], [-2.4408, -3.0414, -1.4326], [-0.8667, -3.6373, -1.9862], [-2.2098, -3.5092, -3.1207], [-2.2478, -1.0709, -2.8886], [-0.6687, -1.6097, -3.4731], [-0.3135, 0.9727, -0.7799], [-0.9185, 0.9465, -2.4522], [-2.8286, 0.4814, 1.5050], [-1.8291, -0.6271, 1.6832], [-0.6316, -0.4311, 2.2821], [0.3321, -1.4742, 2.4033], [-0.0011, -2.7392, 1.8774], [-1.2235, -2.9012, 1.2929], [-2.1825, -1.9262, 1.1325], [-3.2346, -2.1934, 0.5720], [-1.4535, -3.8082, 0.9039], [0.8963, -3.8172, 1.9456], [2.1031, -3.5841, 2.5461], [2.4425, -2.3260, 3.0744], [1.5846, -1.2671, 3.0160], [1.8431, -0.3038, 3.4214], [3.7035, -2.3922, 3.6062], [4.1413, -3.7175, 3.4138], [3.1382, -4.4489, 2.7386], [4.3433, -4.1874, 4.3897], [5.0640, -3.7199, 2.8125], [0.6435, -4.7848, 1.5453], [-0.3876, 0.5431, 2.6822], [-3.8050, 0.0472, 1.2722], [-2.8961, 1.0853, 2.4128], [-1.6217, 3.1040, 2.2313], [-1.7100, 3.0067, -1.3036], [-1.2860, 5.3079, -1.0289], [-1.1464, 5.0471, 0.7269], [0.9346, 3.7305, 0.3553], [1.0789, 5.4135, -0.1512], [0.5643, 3.0563, -2.0254], [0.6947, 4.7467, -2.5171], [2.9024, 3.1209, -1.1645], [3.0398, 4.8051, -1.6666], [2.8372, 3.5387, -2.8784]],
  "nbo_charge": [-0.5999, -0.3975, -0.4059, -0.2227, -0.6082, 0.3190, -0.4233, -0.2467, 0.2549, 0.1913, -0.2376, -0.4670, -0.2093, -0.6359, 0.2024, 0.2011, 0.2156, 0.1946, 0.1978, -0.2119, -0.6244, 0.2372, 0.1913, 0.2087, 0.1933, 0.1672, 0.2125, 0.1696, -0.2570, -0.1278, -0.1164, -0.1312, 0.2073, -0.5593, 0.6480, -0.6566, 0.4137, -0.2996, 0.2673, 0.2633, -0.2290, 0.2324, -0.4868, 0.2357, -0.4711, 0.1603, 0.1608, 0.2271, 0.2420, 0.2302, 0.2621, -0.3204, 0.3923, 0.1919, 0.2469, 0.2112, 0.2046, 0.1859, 0.1930, 0.2023, 0.2034, 0.2076]
}

=====

{
  "formula": "C4H5F2NS",
  "method": "ωB97M-V/def2-TZVPD",
  "orbital_gap_ev": 9.734,
  "smiles": "C=NS[C@@H]1CC1(F)F",
  "e_homo_ev": -8.92,
  "e_above_lowest_ev": 1.679,
  "elements": ["C", "C", "C", "C", "H", "H", "H", "H", "H", "N", "F", "F", "S"],
  "positions_angstrom": [[-1.5729, -0.3846, 0.1808], [-1.8018, 1.0688, 0.2359], [-0.6155, 0.5029, -0.4895], [2.9244, -0.8241, 0.0485], [-1.7000, 1.5720, 1.1754], [-2.5713, 1.5292, -0.3898], [-0.7403, 0.4681, -1.6005], [3.5042, -0.2862, 0.8486], [3.3962, -1.6846, -0.5656], [1.7712, -0.5914, -0.3835], [-2.3894, -1.0696, -0.6241], [-1.1692, -1.0709, 1.2837], [0.9645, 0.7704, 0.2800]],
  "nbo_charge": [0.6763, -0.4772, -0.4497, -0.0848, 0.2385, 0.2390, 0.2504, 0.1689, 0.1863, -0.5348, -0.3171, -0.3152, 0.4192]
}